# C53H101N13O12

A cluster of 15 separate species, C53H101N13O12 in total (wB97M-V/def2-TZVPD, OMol25).

The geometry in XYZ format:
```
179
Properties=species:S:1:pos:R:3:lowdin_charge:R:1
H -2.925 5.197 -0.837 0.08
H 4.394 -3.055 -2.578 0.12
C 2.455 3.328 1.049 0.01
H -3.760 1.252 -5.337 0.10
C 4.332 -3.574 0.619 -0.53
C -0.841 -4.806 -1.716 -0.08
H -4.711 -0.093 -0.892 0.06
H -4.212 1.921 1.535 0.05
H 1.366 -7.723 5.407 0.08
H -0.362 -2.069 -4.519 0.08
H 2.115 -5.119 -2.520 0.09
H 3.394 -4.897 -0.765 0.06
H -0.189 1.010 4.986 0.12
H 6.737 1.810 3.437 0.09
C 6.397 -0.011 -1.335 -0.06
N 4.641 1.656 3.448 0.02
C 0.285 -2.055 0.744 0.01
H -2.004 -2.550 6.438 0.11
H -2.090 5.123 -4.725 0.08
H 0.475 -5.531 4.283 0.13
H -4.884 5.290 4.509 0.08
H 2.214 0.503 -2.141 0.09
H 2.442 3.859 0.096 0.08
H -2.166 -7.810 -3.622 0.10
C -1.878 -1.777 5.681 -0.16
H -1.775 1.718 2.034 0.08
H 3.885 -5.365 -4.038 0.11
C 3.549 -4.836 0.313 0.02
C -2.950 -0.575 -6.106 -0.06
C 2.226 -2.987 -2.966 -0.18
H -0.585 -3.939 -1.124 0.08
C 3.665 -2.687 -3.307 -0.18
O -2.362 4.157 1.430 -0.01
H 4.059 -5.741 0.642 0.08
H -4.656 6.273 3.047 0.08
C -0.720 -6.124 -1.276 -0.15
C -5.182 5.414 3.464 -0.08
H 1.400 -3.580 3.239 0.06
H 1.608 -2.358 -3.606 0.10
H -1.102 2.568 -3.983 0.07
H 3.157 -3.416 3.193 0.07
C -6.878 2.404 -2.744 -0.14
N -0.790 0.056 1.257 0.05
O -5.166 -1.838 -4.431 0.01
O 3.506 -5.881 3.630 0.02
H -5.883 1.304 1.586 0.08
H 3.955 5.315 0.777 0.14
H -0.490 -0.008 -3.222 0.08
H -0.451 -0.653 6.849 0.12
H 6.917 -0.665 -0.639 0.06
H 2.958 0.197 1.639 0.06
C -1.760 -6.937 -3.123 -0.15
H -1.560 -3.564 -3.216 0.09
C 2.620 0.413 -1.135 0.00
H 3.106 2.466 0.887 0.07
O 4.401 1.992 -1.423 0.02
C 5.878 2.147 4.015 -0.06
H -3.158 -1.195 -3.100 0.10
H 6.086 -1.760 1.559 0.07
C -3.924 -0.771 -1.221 -0.08
N -0.714 5.703 1.576 0.03
H -0.392 -2.883 0.956 0.08
H 2.314 0.315 3.272 0.09
H -1.400 -2.563 3.695 0.12
C 2.326 -3.832 3.757 0.00
H -3.394 3.718 -3.647 0.07
H 0.005 4.208 2.830 0.07
C -1.337 -0.474 6.237 -0.16
H 6.770 1.008 -1.264 0.08
H 5.999 1.869 5.061 0.09
N 1.344 -6.031 4.206 0.01
H -0.796 3.310 -0.827 0.06
H 0.676 5.842 3.042 0.08
C -6.499 -1.430 -2.512 0.00
C 4.473 6.071 2.684 -0.07
H 2.089 1.026 -0.407 0.05
H -7.094 -0.523 -2.607 0.06
C -2.902 0.584 -5.331 -0.14
H 3.914 2.300 3.158 0.08
H 0.471 -7.914 3.905 0.08
H 6.536 -0.316 -2.375 0.08
H 4.360 5.761 3.721 0.08
C 2.016 -4.424 -3.356 -0.17
H 5.550 6.094 2.513 0.08
H 3.787 -1.619 -3.476 0.12
C -4.611 2.386 -2.486 -0.15
H -0.424 4.903 -5.371 0.09
N 5.567 -3.790 1.076 0.04
H 7.159 -3.072 2.225 0.09
C -5.526 3.849 -4.093 -0.07
H -0.372 6.565 1.191 0.14
H -0.717 -0.265 2.212 0.09
H 2.044 -2.834 -1.899 0.09
H -7.863 2.058 -2.459 0.10
C -0.234 5.269 2.876 -0.05
N -4.833 4.232 2.706 0.01
H -7.022 -2.281 -2.944 0.08
C -0.886 -2.110 4.543 -0.19
H -1.344 5.888 -1.001 0.05
H -5.479 4.627 -4.846 0.11
C -0.437 4.068 -2.731 -0.54
H 3.110 -1.165 2.748 0.06
H 5.805 3.234 3.960 0.07
C 3.142 -0.080 2.676 0.02
H -0.912 5.400 3.720 0.09
O 2.804 3.898 3.338 0.00
C 3.006 4.173 2.155 -0.56
O -0.693 -0.542 -0.895 0.00
C -1.752 5.120 0.961 -0.52
H 2.477 -0.596 -0.743 0.05
H -2.862 -1.609 5.237 0.12
C -5.191 -1.418 -3.280 -0.54
H 5.855 -4.747 1.167 0.14
C -1.141 -0.129 -4.080 -0.14
N -1.152 -7.186 -1.962 0.06
H 4.691 -0.972 -0.481 0.08
H -0.675 2.042 0.733 0.05
C -0.912 0.196 4.925 -0.20
H -3.939 4.308 2.206 0.08
O -0.200 5.261 -2.547 0.00
N 3.804 5.183 1.762 0.03
C 1.369 -7.477 4.344 -0.06
H 2.848 -5.039 -5.374 0.12
C -1.975 -5.666 -3.649 -0.06
H 7.214 -2.639 0.571 0.08
C -1.068 -1.307 -4.818 -0.07
C -5.261 2.195 1.487 0.00
H 2.224 -7.952 3.878 0.08
H -0.314 -6.293 -0.284 0.10
H -3.765 1.914 -1.997 0.09
H 1.466 2.933 1.269 0.08
H -2.627 6.796 -0.204 0.09
H -5.516 2.537 0.482 0.07
C -6.776 3.364 -3.753 -0.07
C -5.684 3.200 2.539 -0.56
H -0.246 2.036 -1.937 0.07
C 2.443 -5.316 3.905 -0.55
H -6.251 5.620 3.434 0.08
O 3.818 -2.460 0.470 -0.01
C -2.189 5.804 -0.309 0.01
C 6.516 -2.744 1.412 -0.05
H -1.642 3.773 -5.820 0.08
H -2.452 -5.541 -4.610 0.10
H -3.743 -0.726 -6.820 0.11
C -1.438 1.337 1.073 -0.06
O -6.775 3.121 3.084 0.03
H -7.673 3.784 -4.188 0.10
H 0.891 3.254 -1.261 0.07
N -1.992 0.857 -4.400 0.05
H -3.044 -0.129 -1.169 0.04
O 3.794 -3.402 -4.558 -0.15
H -2.268 1.318 0.371 0.07
C -1.319 4.404 -4.993 -0.07
C 4.436 0.338 3.290 -0.54
H 4.105 7.097 2.631 0.08
C -1.987 -1.527 -5.833 -0.06
C -0.434 -0.778 0.281 -0.53
C -1.542 -4.598 -2.888 -0.09
N -5.805 1.892 -2.138 0.07
N 4.995 -0.143 -0.984 0.02
H -2.055 -2.470 -6.363 0.11
O -0.323 -0.857 4.161 -0.19
N -0.934 3.566 -3.872 0.01
C -4.390 3.342 -3.462 -0.06
H -1.799 0.626 4.442 0.12
H 2.594 -4.803 0.836 0.08
H 0.827 -1.856 1.673 0.06
H 2.466 -3.404 4.753 0.10
H -2.017 0.203 6.750 0.12
H 1.006 -4.601 -3.723 0.09
O 5.293 -0.471 3.658 0.02
C -0.110 3.079 -1.648 0.02
C 4.078 0.827 -1.219 -0.55
C 3.121 -4.658 -4.389 -0.18
H -0.112 -2.757 4.960 0.10
N -4.049 -1.087 -2.643 0.05
H 1.070 -2.357 0.053 0.05
H -6.410 -1.568 -1.435 0.07
H -3.789 -1.675 -0.628 0.09
```

The calculation puts the HOMO-LUMO gap at 0.3349 Ha. Its energy is -3694.9520 Eh. The LUMO energy is 0.18 eV.

# C53H108N11O20

A cluster of 16 separate species, C53H108N11O20 in total (wB97M-V/def2-TZVPD, OMol25).

The geometry in XYZ format:
```
192
Properties=species:S:1:pos:R:3:lowdin_charge:R:1
H -8.377 1.557 1.211 0.06
C -4.514 -3.036 1.250 -0.63
H -3.146 -4.338 -5.312 0.14
H 5.166 -3.843 2.507 0.05
H 3.426 -0.857 -6.084 0.11
C -4.577 3.194 3.757 -0.15
H 3.612 -3.570 1.692 0.07
H -4.202 -1.061 0.943 0.05
H -2.626 -3.841 1.705 0.05
C 0.846 -3.062 -6.492 0.00
C 1.070 0.170 -2.473 -0.16
H 1.400 -5.451 -0.419 0.11
H -1.540 -2.455 -0.845 0.09
C -3.104 -4.331 -4.222 -0.07
O 1.968 -1.528 -7.974 0.04
C 2.776 5.439 3.786 -0.13
H -3.636 -3.463 3.164 0.10
H -1.057 1.273 -0.883 0.08
O -5.210 -4.008 1.011 0.02
H -2.386 2.492 -3.514 0.13
C -4.268 1.190 2.765 -0.47
H -2.828 -2.178 2.299 0.06
C -2.679 0.894 -4.957 -0.16
N -0.750 1.646 5.975 0.17
H -2.830 0.241 -4.097 0.10
C 1.734 1.738 0.432 0.03
H 5.666 -1.946 3.663 0.09
H -8.492 1.770 -1.412 0.11
H 7.006 2.576 2.871 0.09
H -3.639 1.047 -5.450 0.12
H -9.633 0.656 0.417 0.08
H 4.300 3.510 -3.433 0.09
H -4.025 3.897 4.381 0.14
H -1.852 0.632 -6.942 0.14
H -4.198 3.610 0.112 0.08
C 5.868 2.532 -2.880 -0.61
O 7.189 -2.541 2.215 0.10
C -1.600 -6.442 0.609 0.02
N 2.742 -1.572 -5.881 0.15
C -8.550 0.757 0.492 -0.10
O -1.330 -2.622 -4.190 0.03
C 1.005 4.559 -2.788 -0.62
H 3.627 -0.319 1.547 0.07
H 2.305 2.647 0.239 0.09
C 0.716 0.076 5.058 -0.02
H -6.150 2.632 0.773 0.08
O 8.029 -0.838 1.088 0.05
H -0.481 2.232 5.198 0.06
H 1.301 0.881 4.613 0.05
H -2.010 -6.718 -0.362 0.08
C 6.020 1.993 -4.293 0.02
H -1.562 -0.711 -5.685 0.10
H -7.478 1.469 -3.350 0.07
H 9.053 -0.609 -0.581 0.14
H 0.921 -3.063 3.985 0.05
N 0.543 -5.983 -0.377 0.17
H 2.682 6.463 4.149 0.12
H 1.383 -0.060 -3.491 0.10
O -3.225 -2.331 -2.961 0.01
H -6.019 2.574 -3.315 0.08
C 7.013 -1.068 -0.985 -0.18
C -4.483 -4.184 -3.688 -0.16
C -0.393 1.100 -5.382 -0.47
H -0.030 -3.769 7.237 0.08
H -2.494 2.931 -5.274 0.14
H 1.046 -3.474 -5.503 0.06
H -6.085 1.018 -4.127 0.07
H 6.943 2.365 -4.739 0.10
C -4.406 -3.127 -2.609 -0.12
H 0.561 1.125 -2.609 0.10
H -5.498 0.022 3.861 0.14
H -5.557 -1.795 0.117 0.11
H -6.721 3.370 -0.751 0.12
H -1.408 1.979 6.666 0.12
N 4.698 -1.758 3.881 0.20
H 6.121 -0.453 -0.866 0.09
O -0.050 4.305 -2.227 0.03
H 6.127 0.911 -4.221 0.08
N 4.816 3.216 -2.616 0.17
H -1.680 -7.373 1.169 0.10
H 0.113 -0.383 4.275 0.09
O 0.793 1.057 -5.690 0.09
H -2.314 -5.871 1.202 0.07
O -1.369 -4.706 5.170 0.02
H 0.762 3.206 -4.168 0.07
O 1.120 4.611 2.308 0.01
O 2.636 -2.455 4.059 0.00
C 3.610 -0.046 0.491 -0.01
H 0.122 -6.168 -1.276 0.11
C -7.951 1.025 -0.829 -0.30
H 2.540 3.580 4.951 0.10
H -5.272 -2.476 -2.488 0.11
C 1.952 4.414 4.566 -0.05
H 4.418 0.683 0.442 0.09
C 2.371 0.391 -1.643 -0.09
H -0.340 -4.063 3.183 0.07
H -4.233 2.859 -1.550 0.05
H 2.878 1.330 -1.861 0.11
H 3.999 -0.993 0.118 0.08
H 2.744 -2.073 -5.005 0.09
H 1.424 -4.411 6.429 0.08
C -2.404 -3.085 -3.719 -0.40
H 0.067 -2.922 -0.305 0.07
C 4.092 -3.735 2.656 0.01
C 6.039 2.162 2.584 0.02
C 7.400 -2.028 1.147 -0.43
C -1.180 0.378 -0.271 0.03
N -6.498 1.244 -0.765 -0.16
H 5.692 3.507 4.711 0.12
C -6.398 1.555 -3.231 -0.11
H 1.494 4.942 5.402 0.13
H 0.860 -3.875 -7.218 0.08
H 0.795 -1.826 -2.129 0.13
H -2.141 -0.095 -0.471 0.09
C -2.136 2.212 -4.537 -0.16
H -0.736 -0.941 -2.562 0.11
C -6.080 2.604 -0.315 -0.19
H -8.127 -0.103 1.012 0.08
H 3.141 -0.323 -1.935 0.11
O -0.751 2.063 -4.572 -0.01
C -0.735 -2.198 -0.157 0.00
H -6.205 2.636 4.933 0.12
C 1.791 5.749 -2.338 -0.01
H -4.844 1.812 5.479 0.13
C -5.300 2.162 4.553 -0.15
O 0.008 -4.856 1.412 0.03
H 0.968 -2.722 6.331 0.04
H 3.817 -4.736 2.991 0.08
C -0.275 0.444 6.115 -0.59
H 5.557 2.735 1.792 0.08
H 4.652 3.639 -1.714 0.12
O -3.757 2.398 2.913 0.03
H -3.987 1.932 -0.084 0.05
H 1.503 -0.544 5.488 0.07
H 2.275 6.322 1.827 0.12
O 1.208 -1.145 1.614 0.17
H -6.368 1.279 2.798 0.12
O -0.509 -0.368 7.071 -0.01
H 2.340 4.066 -4.284 0.10
H 4.385 -0.861 4.225 0.08
H -5.122 -3.893 -4.522 0.12
C 8.052 -0.373 -0.222 -0.22
H -4.947 -5.092 -3.302 0.13
O 4.333 0.976 3.755 0.01
H -5.285 3.696 3.098 0.13
H 5.147 2.347 -4.841 0.07
C -0.350 -4.058 5.120 -0.64
C 0.191 -0.930 -1.989 -0.15
H -6.168 -0.184 -2.439 0.09
H 7.576 -3.170 -0.688 0.13
C 6.917 -2.409 -0.269 -0.04
H 1.570 6.504 -3.092 0.09
C -5.859 0.788 -2.055 -0.25
H 5.892 -2.777 -0.312 0.11
N 0.080 -3.623 3.989 0.18
H 1.458 6.174 -1.391 0.08
N 5.145 2.662 4.796 0.18
H 3.811 5.098 3.808 0.09
O 0.189 2.974 3.491 0.07
H 1.638 1.727 1.518 0.09
H -2.664 -5.270 -3.886 0.13
C 2.347 5.336 2.287 -0.14
C 1.010 3.892 3.470 -0.40
C 2.242 0.372 -0.105 -0.42
C -0.293 -5.687 0.584 -0.61
O -3.641 0.370 2.089 0.05
H -4.322 -3.575 -1.619 0.11
H 2.874 5.627 -2.294 0.06
H 3.035 4.776 1.654 0.10
H 6.215 1.176 2.154 0.07
H -1.187 0.840 0.716 0.09
H 7.369 -0.994 -2.013 0.13
H -4.770 0.839 -2.033 0.09
N 1.442 3.885 -3.858 0.19
N 1.215 -0.599 0.273 0.17
N -4.692 -1.887 0.631 0.18
C 3.781 -2.658 3.704 -0.58
C 1.879 -1.970 -6.851 -0.59
H 7.888 0.693 -0.380 0.12
C 0.572 -3.738 6.329 0.00
H 4.617 2.427 5.625 0.13
C -3.320 -3.142 2.171 0.01
H -0.173 -2.678 -6.524 0.06
C -5.575 1.052 3.511 -0.02
C 5.115 1.904 3.744 -0.62
C -0.127 -0.784 -0.495 -0.35
O 6.771 2.424 -2.017 -0.01
H -8.100 0.126 -1.427 0.11
H -1.006 -2.256 0.897 0.07
C -1.612 0.353 -5.917 -0.02
C -4.532 2.776 -0.505 -0.07
H 0.816 2.027 -0.078 0.08
```

The calculation puts the HOMO-LUMO gap at 0.1216 Ha. As for the charge: +1. Its energy is -4191.1649 Eh. The LUMO energy is -6.22 eV.

> What is the energy in the first record?

-3694.9520 Eh